ORCA calculation (ωB97M-V with the def2-TZVPD basis set) on a 2-piece molecular cluster, C42H41N4 overall at a distorted geometry.

The geometry in ORCA input format:
```
! wB97M-V def2-TZVPD RIJCOSX def2/J DEFGRID3
* xyz 1 1
H -5.85567 -4.11984 -2.97249
C 1.19636 -1.22925 4.26269
C -6.97641 3.00872 -3.99825
C -6.16235 -3.39084 -2.22112
H 0.40409 -2.43200 5.89235
C 5.64675 0.85163 -1.66291
C 7.62209 2.14845 -1.15100
C -6.10092 2.02568 -4.47202
H -4.87726 -1.81787 -3.00917
C 3.50253 0.02694 -0.82253
C -1.75892 0.56715 -1.16832
H -7.34179 3.77993 -4.67774
H -8.21769 -3.02488 0.48939
C 2.35817 -0.62554 -1.31675
H 0.81881 -0.80325 7.58666
C 6.37247 2.58590 -3.18456
C -7.10230 -3.72041 -1.23742
H 4.62582 1.32590 -3.49259
C 1.34553 -0.63665 6.64335
C -7.37692 3.01345 -2.65490
C -6.93662 -1.49201 -0.31185
C -5.98991 -1.17156 -1.29186
H 0.76577 0.79440 3.73089
C 0.71421 0.51574 5.84064
N 0.82394 0.12475 4.48354
N 4.75851 -0.22618 -1.37216
C -4.13470 0.35610 -0.83329
H 1.27349 2.09482 7.19311
H -4.86245 0.69520 1.16210
C 5.46736 1.57962 -2.84439
H -0.28831 2.89747 5.53714
C 4.73974 -1.79285 -3.25991
C -7.48869 -2.77217 -0.28109
C 1.35256 1.87377 6.11518
H 2.17120 -1.29214 3.74438
C -3.02463 0.32255 -1.68140
C 3.38404 0.93365 0.25318
H 2.08495 1.78686 1.72336
C -5.98696 1.07647 -2.26148
H 2.39149 -0.37306 6.85313
C 6.73051 1.12405 -0.82108
C 1.30211 -1.83997 5.68563
H 2.18647 -2.46885 5.80005
N 0.69519 2.87008 5.26988
H 4.34191 -0.99762 -3.89386
C 5.63165 -2.48168 -1.10466
H -8.06143 3.77473 -2.27981
C -0.28621 0.97516 0.82664
C 0.96265 0.59263 0.29104
H 8.45313 2.37535 -0.48179
H -0.91849 0.60593 -1.85395
H 4.28398 1.42536 0.62575
H 0.25092 -0.88885 -1.14566
C 5.44515 -4.08254 -2.90563
H 8.14327 3.67404 -2.59525
C -6.88526 2.04173 -1.78668
C 2.15570 1.15135 0.84085
H -0.35837 0.58412 6.11611
H -2.59835 1.14190 2.09553
H -3.17017 0.10322 -2.74220
N -5.44377 0.14275 -1.32883
H -5.77837 2.01512 -5.51403
H -7.22764 -0.72179 0.40468
H 5.91645 -2.20468 -0.08755
C 4.90754 -3.09616 -3.73919
H 6.86248 0.52520 0.08192
C 7.44675 2.87482 -2.33477
C -1.55550 0.78704 0.22551
C 5.05045 -1.51065 -1.93025
H 5.56548 -5.10023 -3.28041
C -5.61821 1.04127 -3.60364
H 1.07205 3.79248 5.48202
C 5.82386 -3.77301 -1.59296
C -2.71537 0.88199 1.04566
H 2.45950 -1.31661 -2.15667
H -7.52878 -4.72422 -1.21361
H 2.41512 1.81028 5.84037
H -4.95316 0.24884 -3.95143
H 0.48068 -1.79048 3.63653
H -0.28225 1.51122 1.77667
H -7.17674 2.00913 -0.73510
H 4.60692 -3.32909 -4.76150
C 1.11702 -0.35443 -0.76672
C -5.60218 -2.11197 -2.24736
H 6.25775 -4.53375 -0.94343
H 6.22981 3.13939 -4.11386
C -3.97166 0.64269 0.53521
*
```

- LUMO (eV) = -4.8
- gap between HOMO and LUMO (Ha) = 0.1879
- energy (eV) = -50172.59173

Partial charges, Löwdin, in e: 0.11, -0.23, -0.08, -0.07, 0.11, -0.23, -0.06, -0.07, 0.11, -0.15, 0.01, 0.11, 0.11, 0.03, 0.11, -0.06, -0.08, 0.12, -0.13, -0.07, -0.01, -0.22, 0.08, -0.39, -0.05, 0.00, -0.16, 0.12, 0.13, -0.01, 0.07, -0.03, -0.07, -0.26, 0.10, 0.03, 0.03, 0.13, -0.22, 0.11, -0.01, -0.15, 0.10, -0.01, 0.12, 0.00, 0.11, 0.10, -0.20, 0.11, 0.11, 0.13, 0.12, -0.07, 0.11, -0.01, 0.02, 0.14, 0.13, 0.11, -0.05, 0.11, 0.11, 0.12, -0.06, 0.12, -0.07, -0.19, -0.23, 0.11, -0.02, 0.07, -0.06, 0.01, 0.12, 0.11, 0.12, 0.10, 0.10, 0.13, 0.12, 0.11, 0.01, -0.01, 0.11, 0.11, 0.03

---

ORCA calculation (ωB97M-V with the def2-TZVPD basis set) on C42H42MnN2O11P3S as an isolated structure at a distorted geometry.

The geometry in ORCA input format:
```
! wB97M-V def2-TZVPD RIJCOSX def2/J DEFGRID3
* xyz -1 6
H 1.91691 1.57919 6.66869
C -2.51494 3.59899 3.81655
N 0.28777 -2.28063 1.20680
C 3.46695 2.90212 -5.60589
C -1.00751 -4.16150 -0.63662
C -2.18969 0.06429 -5.23439
Mn 0.37380 0.51944 0.28814
H 1.93379 5.59522 -4.24812
H 0.99621 -0.97949 -4.71414
H -2.50015 4.65983 4.04241
C 1.29151 2.89869 3.60846
H -2.35186 -5.77786 -1.07011
O 0.27511 -1.00612 -0.85056
H 4.15981 2.63916 -6.39556
H -1.16295 2.11922 -2.72660
O 2.06597 -2.38844 -0.37221
H -2.17358 -0.68235 -1.53873
H -2.38485 -0.16407 2.99045
H 1.70162 -4.52668 0.19100
C -3.68728 2.39700 -0.34873
H -4.61032 2.33573 0.22916
C -2.55776 3.17697 2.49533
C 0.91893 0.49947 3.60071
H 1.77193 5.35253 1.50585
C -2.53694 1.81822 2.17528
P 3.30422 -1.22652 0.85589
H -5.18078 -3.53722 -0.50334
C 0.68255 -2.18905 -0.32250
O 1.28807 -4.71661 1.05047
C 0.08483 -0.39775 -4.60895
C -2.97518 -0.99599 -0.88756
O 0.93417 1.74851 -1.48080
C 1.30022 0.46580 4.94711
O 1.33376 4.14935 3.05350
C 1.63845 1.61650 5.62269
S 1.44893 0.98866 -2.66541
C 0.66435 -0.80124 2.97626
H 2.35526 3.68331 1.29193
C 0.27482 -3.34615 -2.48384
C -2.43297 1.31375 4.53781
H 3.49405 4.99552 -6.06875
C -1.02671 -0.67495 -5.39361
C -1.13634 1.35708 -3.49894
C -1.61208 -5.09531 -1.47596
H 1.31819 -0.49389 5.45747
C 3.65766 -2.76950 3.29677
P 1.30194 -3.42799 1.97544
O 4.46311 -1.63490 -0.20678
H -4.54399 -0.11030 1.98047
C 2.96528 1.91487 -4.76617
C 0.86581 1.73811 2.90644
C 1.70935 3.57579 -3.56055
H 1.93401 3.75121 5.43232
H -0.99142 -1.47996 -6.11773
C -2.24399 1.07847 -4.28791
H 3.26193 0.87678 -4.89352
H -1.28466 -4.11581 0.40792
C -3.67550 -2.16015 -1.17244
O 2.53567 0.02241 0.50438
C -4.27243 -0.69234 1.10871
C -0.04384 -3.28893 -1.12953
O 4.35832 -0.53216 1.95492
H 3.88931 0.17209 2.42787
H -3.86706 2.01958 -1.35719
C -2.45862 0.89284 3.21338
C -3.26850 -0.24389 0.24978
C -1.28696 -5.14583 -2.82424
H -3.06022 -0.15922 -5.83910
H -2.35482 0.57768 5.33114
O 3.84302 -3.82538 1.18371
H 4.68075 -0.81600 -0.67875
H 4.72983 -2.59933 3.24579
H 1.04442 3.81442 -2.73627
O 0.42019 1.82368 1.69819
H 3.45599 -3.72643 3.78316
C 1.52818 4.29959 1.64973
C -0.34040 -4.25921 -3.32870
H 1.02267 -2.65757 -2.85664
H -2.57009 3.91920 1.70347
C 0.01444 0.61493 -3.67309
C 3.08743 -2.82361 1.88716
H -3.36925 3.43892 -0.42146
H 0.87628 -1.66533 3.60678
H 0.64259 4.03958 1.07998
H 3.20044 -1.97795 3.88901
H -2.40793 2.99223 5.87659
H -3.43288 -2.72585 -2.06596
C -4.94734 -1.87886 0.84512
C -4.65452 -2.61081 -0.29862
C 2.21559 4.56043 -4.39976
O 0.82943 -3.77261 3.33482
C 1.64401 2.83150 4.93507
N 0.24587 -0.99780 1.78487
P -2.35820 1.34850 0.41673
C 2.08753 2.26287 -3.75802
H -0.08256 -4.28112 -4.38391
H -5.70537 -2.23247 1.53546
H 3.76342 -3.65108 0.23593
C 3.09188 4.22436 -5.42243
H -1.76784 -5.86694 -3.47719
H -3.16020 1.64137 -4.15090
C -2.45806 2.66521 4.84511
*
```

- LUMO (spin up / spin down) (eV) = 2.1 / 2.1
- gap between HOMO and LUMO (spin up / spin down) (Ha) = 0.2201 / 0.2472
- energy (eV) = -139767.21770

Atomic partial charges in e from the Löwdin method, atoms 1 to 99: 0.09, -0.09, -0.08, -0.08, -0.05, -0.08, 0.72, 0.10, 0.11, 0.10, -0.22, 0.10, -0.26, 0.10, 0.11, -0.25, 0.08, 0.10, 0.08, -0.26, 0.05, -0.10, -0.14, 0.08, -0.38, 0.57, 0.10, -0.64, -0.12, -0.08, -0.10, -0.54, -0.08, -0.09, -0.11, 1.06, -0.11, 0.10, -0.03, -0.08, 0.10, -0.07, -0.07, -0.10, 0.11, -0.08, 0.60, -0.14, 0.10, -0.08, -0.29, -0.06, 0.11, 0.10, -0.07, 0.11, 0.11, -0.08, -0.32, -0.10, -0.13, -0.20, 0.06, 0.03, -0.11, -0.36, -0.12, 0.10, 0.11, -0.07, 0.09, 0.08, 0.11, -0.21, 0.08, -0.08, -0.10, 0.10, 0.10, -0.36, -0.52, 0.03, 0.09, 0.07, 0.07, 0.10, 0.10, -0.09, -0.09, -0.07, -0.30, -0.03, -0.01, 1.04, -0.36, 0.09, 0.10, 0.07, -0.09

---

ORCA calculation (ωB97M-V with the def2-TZVPD basis set) on C42H43As2F3N8O4PbS2 as an isolated structure.

The geometry in ORCA input format:
```
! wB97M-V def2-TZVPD RIJCOSX def2/J DEFGRID3
* xyz -2 1
O -0.90424 -1.05803 1.88123
N 2.30298 -1.21934 0.13607
As 2.07549 2.94399 -0.16111
C 1.40593 0.30829 -6.75633
H -2.99825 6.57747 -1.06440
C 2.12214 0.19530 -4.54265
O -1.19384 1.43216 -3.52972
H -3.42241 -4.24101 0.08354
H -3.73298 -5.50873 4.83408
H -5.42275 -4.09097 3.70842
C -3.42418 -4.63087 4.27797
H -5.38454 3.14308 -0.19196
C 3.46785 -0.61847 0.31830
N 1.31178 1.26858 -4.60557
H -0.12572 1.73359 4.88502
C -1.98189 3.45164 -0.09001
C 4.02442 3.45197 -0.12733
H -0.62669 0.19102 4.16981
H 0.60745 1.42135 -3.86786
C -2.63105 -2.36855 2.84676
H 5.56035 -0.73994 0.81955
H 4.15949 4.53273 -0.05455
H -4.70073 -2.07555 2.43897
C 1.75097 6.04563 2.72989
C 1.27078 3.28495 2.61040
C -4.41384 3.62361 -0.27248
C -3.48199 1.57743 0.66472
Pb -0.48908 0.06887 -0.31852
C 0.96893 -7.50484 0.07773
C -2.05700 1.27413 -4.41236
C 0.95324 -3.22151 0.06074
S 2.87004 -0.43381 -3.20593
H 3.48101 0.44742 0.12997
H -0.97134 5.30675 -0.47392
C 4.55032 -2.64061 0.92692
C 1.71754 3.97524 1.46858
H 2.09002 -4.86023 -1.72463
H -0.17563 1.66269 -6.06509
H 1.38735 2.44812 -6.33041
H 2.56876 1.60648 4.53812
H 3.25261 -4.34259 0.91060
C -2.16170 -1.19490 2.04683
C 0.94521 -4.71652 0.07402
H -5.22666 5.47134 -0.99341
C -2.08037 -4.29532 4.19304
C 0.29557 -5.42380 1.08088
H 4.48619 2.99164 0.75000
C 0.31147 -6.80990 1.08365
C 3.34373 -3.28219 0.73321
H 0.97960 -8.58847 0.08104
H 1.18324 5.89714 4.79584
C 1.32840 5.36789 3.86057
N -1.24369 -3.31209 -0.25428
H 2.11074 -7.33963 -1.73241
O -0.90440 2.79438 0.10749
N 2.37486 -0.24477 -5.81875
C -2.07844 -0.18585 -5.07692
H -0.64542 -2.89425 3.38359
C -4.33433 4.92854 -0.70659
H 4.53896 3.08919 -1.01978
H -4.31586 -3.05501 -0.77096
H 3.40368 1.02791 3.08038
C -1.68735 -3.17411 3.47754
C 1.60233 -6.80442 -0.93905
C 1.59172 -5.41764 -0.93994
H -1.34704 1.69296 3.58701
H -4.47559 1.41478 1.09440
C 2.50126 0.92801 3.68632
C -1.94363 4.83301 -0.43986
C -0.42719 1.24060 3.96038
C -3.97971 -2.70801 2.93774
C 2.22654 -2.54092 0.30640
H 1.93415 7.11372 2.76794
H 0.76031 3.49425 4.68668
C 1.59702 4.14126 -1.64112
C -3.07737 5.53849 -0.75974
H -0.21526 -4.87161 1.85825
H 2.70274 -1.18978 -5.90612
H 0.55150 3.96942 -1.89703
N -2.62938 0.63306 0.84698
C 0.89980 1.53211 -5.98184
As 0.91894 1.33677 2.52860
N -3.11322 -0.41376 1.60101
C -4.37160 -3.83243 3.64732
F -1.07070 -0.99067 -4.69058
C -2.33105 -2.76059 -0.74355
F -3.23003 -0.84729 -4.87854
H 2.28752 5.88594 0.67346
H -0.19068 -7.35124 1.87708
H -1.33435 -4.91116 4.68306
C -3.27963 2.87082 0.05712
C 4.62821 -1.27551 0.69945
H 1.75121 5.20305 -1.44066
S -2.49840 -1.28791 -1.60588
O -2.87772 2.02539 -4.93118
F -1.94605 -0.08911 -6.44327
C 1.94707 5.34338 1.55086
C 1.09031 4.00283 3.78871
H 0.59512 -0.39224 -6.97387
N -3.44923 -3.55039 -0.65221
H 2.43993 -0.10113 4.04502
H 2.20907 3.84518 -2.49515
H 5.42227 -3.20008 1.24516
H 1.88166 0.58769 -7.69844
N -0.13557 -2.56551 -0.16846
*
```

- LUMO (eV) = 4.1
- gap between HOMO and LUMO (Ha) = 0.2196
- energy (eV) = -221114.32497

Atomic partial charges in e from the Löwdin method, atoms 1 to 99: -0.27, 0.09, 1.14, -0.16, 0.09, -0.93, -0.06, 0.08, 0.09, 0.09, -0.12, 0.10, -0.19, 0.03, 0.00, -0.40, -0.32, 0.01, 0.10, -0.14, 0.09, 0.00, 0.10, -0.11, -0.41, -0.08, -0.10, 1.14, -0.12, -0.64, -0.20, 0.56, 0.05, 0.09, -0.08, -0.42, 0.12, 0.10, 0.11, 0.01, 0.10, -0.54, -0.20, 0.08, -0.11, -0.03, 0.00, -0.09, -0.01, 0.09, 0.09, -0.11, -0.01, 0.09, -0.27, -0.01, -0.54, 0.11, -0.15, 0.01, 0.06, 0.00, -0.04, -0.10, -0.04, 0.03, 0.12, -0.31, -0.03, -0.30, -0.04, -0.21, 0.09, 0.07, -0.31, -0.13, 0.10, 0.11, 0.01, -0.13, -0.14, 1.14, 0.04, -0.11, 0.10, -0.87, 0.10, 0.08, 0.09, 0.09, -0.15, -0.07, 0.01, 0.58, 0.02, 0.07, -0.13, -0.13, 0.10